Below is C3H8N2OS in the gas phase in a non-equilibrium geometry, with properties calculated with wB97M-V/def2-TZVPD.

Geometry (Å):
S  2.435  -0.616  -1.843
O  -2.181  1.311  1.821
N  -1.174  0.598  -0.136
N  -0.649  -0.421  1.990
C  0.127  0.732  -0.860
C  1.168  -0.345  -0.565
C  -1.333  0.562  1.327
H  0.708  -1.366  -0.701
H  -1.885  1.221  -0.608
H  -0.199  0.699  -1.917
H  1.997  -1.757  -2.329
H  1.853  -0.369  0.375
H  0.469  1.711  -0.702
H  -0.113  -1.066  1.393
H  -1.223  -0.893  2.756

Results
ΔE to the lowest compared entry with this formula, charge and spin: 122.1 kJ/mol
Multiplicity: 1
LUMO: 0.6 eV
Gap between HOMO and LUMO: 9.937 eV
E_tot: -19103.237 eV

Below is a 2-piece molecular cluster, C4H7N5O overall in a non-equilibrium geometry, with properties calculated with wB97M-V/def2-TZVPD.

Geometry (Å):
O  -1.045  -1.847  0.778
N  -1.197  -0.040  -0.671
N  1.484  -0.582  0.521
N  3.391  -0.559  1.511
N  3.525  -1.084  0.287
N  2.421  -1.093  -0.319
C  -0.761  -0.911  0.156
C  2.132  -0.321  1.627
C  -0.261  0.878  -1.249
C  -2.519  0.438  -0.309
H  -3.023  1.021  -1.065
H  -2.440  1.107  0.436
H  -0.046  1.762  -0.503
H  -0.718  1.244  -2.222
H  0.591  0.249  -1.574
H  -3.182  -0.466  0.131
H  1.648  0.204  2.464

Results
ΔE to the lowest compared entry with this formula, charge and spin: 407.4 kJ/mol
Multiplicity: 1
LUMO: -0.7 eV
Gap between HOMO and LUMO: 8.758 eV
E_tot: -13755.134 eV

Below is a 2-piece molecular cluster, C5H14OS2 overall in a non-equilibrium geometry, with properties calculated with wB97M-V/def2-TZVPD.

Geometry (Å):
S  -0.878  2.006  2.489
S  -1.577  0.055  0.313
O  3.193  -1.307  -4.482
C  0.512  -0.088  -1.530
C  0.145  -1.368  -2.302
C  -1.112  1.962  4.283
C  0.155  -0.145  -0.043
C  -1.602  0.403  2.092
H  -2.109  1.615  4.604
H  0.701  -2.214  -1.863
H  -0.347  1.340  4.779
H  2.646  -0.782  -5.109
H  2.669  -2.123  -4.318
H  -1.084  -0.463  2.545
H  -2.666  0.355  2.394
H  0.677  0.752  0.343
H  -0.050  0.724  -2.031
H  0.592  -1.030  0.457
H  -0.981  3.007  4.609
H  1.589  0.157  -1.596
H  0.459  -1.248  -3.353
H  -0.932  -1.606  -2.282

Results
ΔE to the lowest compared entry with this formula, charge and spin: 66.3 kJ/mol
Multiplicity: 1
LUMO: 0.8 eV
Gap between HOMO and LUMO: 9.389 eV
E_tot: -29129.707 eV

Below is a 11-piece molecular cluster, C22H66O22 overall in a non-equilibrium geometry, with properties calculated with wB97M-V/def2-TZVPD.

Geometry (Å):
O  2.491  -2.636  -2.041
O  -2.197  1.440  5.461
O  5.208  3.471  1.245
O  -3.583  -1.912  -1.200
O  -1.489  0.202  -1.016
O  3.762  -2.085  2.667
O  -1.794  -0.793  -5.225
O  -1.585  -3.030  -3.574
O  4.471  0.752  2.024
O  0.841  2.948  -1.900
O  1.186  -3.002  3.227
O  -1.353  0.739  2.811
O  -1.611  3.679  0.105
O  0.306  0.490  -3.591
O  2.422  2.862  1.320
O  -2.887  3.468  2.568
O  -3.475  1.709  -0.197
O  0.510  -4.064  -0.096
O  3.978  -0.982  0.007
O  -1.863  -4.591  -1.519
O  1.633  0.684  -0.277
O  -6.430  -0.158  -1.022
C  0.584  -3.070  2.008
C  4.344  3.739  0.162
C  2.923  3.967  0.629
C  4.572  -1.869  -0.927
C  0.892  -4.375  1.232
C  -0.612  -1.622  -5.316
C  3.778  -0.955  3.544
C  0.850  2.866  -3.305
C  -3.197  -4.276  -1.102
C  4.883  -0.082  3.074
C  -4.576  1.501  -1.091
C  -2.375  4.796  0.569
C  -2.996  0.613  4.570
C  -2.374  4.704  2.119
C  3.713  -3.007  -1.367
C  -0.427  -2.329  -3.940
C  -5.395  0.449  -0.318
C  -0.628  -0.413  -0.081
C  1.250  1.546  -3.811
C  -3.299  -3.022  -0.312
C  0.454  0.578  0.494
C  -2.172  -0.153  3.545
H  5.741  -0.739  2.789
H  0.282  -1.093  -5.659
H  -0.221  -4.661  -0.371
H  0.753  -2.145  1.358
H  -0.104  0.521  -2.708
H  1.365  1.657  -4.880
H  0.405  -2.984  -4.084
H  4.230  -3.606  -2.109
H  2.790  2.845  2.213
H  -3.058  2.603  -0.233
H  -4.734  -0.263  0.096
H  1.570  3.635  -3.604
H  0.693  0.193  1.541
H  2.122  -2.906  3.019
H  2.811  4.913  1.212
H  4.284  2.798  -0.470
H  4.277  0.287  1.202
H  2.210  1.268  -3.425
H  -3.692  -5.100  -0.641
H  -3.425  4.778  0.273
H  3.127  -0.627  -0.393
H  -1.570  -0.838  4.075
H  -3.586  -0.185  5.111
H  -2.393  -2.600  -3.773
H  -3.101  5.430  2.510
H  5.482  -2.310  -0.614
H  -2.146  0.826  -0.539
H  4.840  -1.239  -1.803
H  -4.243  1.086  -2.056
H  -0.260  -1.328  -0.577
H  2.180  1.269  0.414
H  -0.943  -2.399  -6.078
H  -1.384  4.874  2.561
H  -2.449  -2.873  0.359
H  3.471  -3.577  -0.421
H  1.350  2.238  -1.468
H  -1.773  -4.103  -2.358
H  5.207  2.532  1.447
H  2.265  4.049  -0.232
H  3.977  -1.267  4.524
H  -0.061  3.299  -3.654
H  -3.787  -4.152  -2.012
H  2.861  -0.381  3.411
H  -2.872  -0.627  2.877
H  -0.482  1.017  3.126
H  5.181  0.613  3.867
H  -5.110  2.480  -1.284
H  -0.161  -1.621  -3.179
H  -2.802  -1.386  -1.317
H  3.731  -1.900  1.711
H  -5.948  0.995  0.431
H  -2.098  2.254  5.050
H  -0.490  -3.034  2.106
H  0.037  1.607  0.648
H  2.004  -4.493  1.181
H  -1.427  0.038  -4.806
H  -3.700  1.275  4.089
H  0.361  -5.156  1.728
H  -4.191  -3.094  0.325
H  -1.202  -0.639  0.837
H  -1.128  3.778  -0.744
H  -1.989  5.739  0.240
H  -2.230  2.728  2.439
H  -6.046  -0.897  -1.497
H  1.702  -2.696  -1.467
H  4.765  4.519  -0.468

Results
ΔE to the lowest compared entry with this formula, charge and spin: 85.3 kJ/mol
Multiplicity: 1
LUMO: 0.2 eV
Gap between HOMO and LUMO: 9.801 eV
E_tot: -68924.127 eV

Below is a 6-piece molecular cluster, C26H40F16O10S4 overall in a non-equilibrium geometry, with properties calculated with wB97M-V/def2-TZVPD.

Geometry (Å):
S  -1.854  4.385  -2.236
S  4.210  3.615  -1.498
S  -3.519  0.882  -7.150
S  -1.174  -3.598  5.363
F  -0.707  -3.528  1.813
F  4.663  -4.577  1.477
F  -1.715  -1.038  -2.338
F  4.652  -0.904  1.155
F  -2.476  -0.245  0.210
F  4.218  -0.466  4.596
F  -1.289  1.450  0.231
F  2.754  -1.260  3.323
F  6.210  -4.773  -0.005
F  6.728  -4.964  3.445
F  -1.306  -2.711  -0.236
F  1.167  -2.305  -0.842
F  6.601  -6.643  1.971
F  1.071  -4.225  -0.296
F  5.924  -0.205  2.643
F  -2.510  0.920  -2.298
O  -2.307  5.195  -3.426
O  -0.282  -0.380  0.348
O  -0.654  -4.171  6.619
O  -1.121  3.111  -2.489
O  4.550  4.756  -0.658
O  -0.460  -2.569  4.692
O  -3.684  -0.578  -7.188
O  -2.646  1.638  -8.097
O  4.778  3.519  -2.877
O  6.246  -3.029  1.468
C  4.405  1.836  -0.657
C  4.941  -0.958  2.413
C  2.914  1.361  -0.468
C  -1.411  0.244  -0.195
C  -3.874  -3.802  4.910
C  3.835  -0.481  3.315
C  -0.788  5.290  -0.949
C  -5.609  1.489  -5.534
C  -2.823  4.886  0.307
C  5.569  -2.396  2.606
C  -1.813  -4.944  4.234
C  -5.291  1.502  -7.103
C  -2.980  1.383  -5.456
C  -1.683  5.956  0.078
C  6.860  -5.360  2.149
C  5.972  -4.448  1.310
C  -4.309  1.818  -4.678
C  1.990  2.564  -0.480
C  -3.181  -4.546  3.692
C  -2.865  -2.847  5.574
C  -1.551  0.173  -1.753
C  1.010  -3.076  0.230
C  -0.383  -2.706  0.825
C  2.346  3.583  -1.571
C  -3.231  4.069  -0.961
C  -0.538  -1.376  1.324
H  3.594  0.574  3.188
H  2.167  3.148  -2.554
H  -4.424  2.888  -4.503
H  6.308  -2.447  3.405
H  5.004  1.303  -1.397
H  2.099  4.644  -1.533
H  -5.134  2.560  -7.310
H  -4.502  1.421  -3.682
H  2.981  0.704  -1.334
H  -3.126  3.071  -0.536
H  -3.687  5.211  0.887
H  -5.625  0.430  -5.275
H  -2.214  2.156  -5.529
H  4.844  -3.032  3.113
H  -1.979  -5.832  4.843
H  -1.171  6.264  0.990
H  -0.160  4.493  -0.553
H  -0.659  0.555  -2.249
H  -3.899  -5.261  3.291
H  -0.040  5.980  -1.340
H  -3.088  -3.960  2.777
H  -3.147  -2.805  6.626
H  -4.146  -4.624  5.572
H  -2.453  4.318  1.160
H  -2.472  0.549  -4.972
H  0.954  2.324  -0.716
H  -1.543  -1.223  1.717
H  -0.942  -5.103  3.598
H  -4.788  -3.335  4.545
H  2.666  0.646  0.316
H  0.070  -1.211  2.213
H  -6.619  1.782  -5.248
H  1.955  2.952  0.538
H  -4.261  4.121  -1.313
H  -6.003  1.056  -7.797
H  4.993  2.066  0.232
H  1.739  -2.938  1.029
H  -1.997  6.980  -0.122
H  -2.762  -1.866  5.111
H  7.888  -5.070  1.933

Results
ΔE to the lowest compared entry with this formula, charge and spin: 694.6 kJ/mol
Multiplicity: 1
LUMO: 0.0 eV
Gap between HOMO and LUMO: 9.975 eV
E_tot: -134897.977 eV